(P)
C80H208N16O24 | ωB97M-V/def2-TZVPD

Properties
highest occupied orbital energy	-8.35	eV
frontier orbital gap	9.0	eV

Positions of all 328 atoms, in Å:
C -0.6211 -2.9205 3.9601
C -1.9796 -3.5072 3.9379
C -2.9952 -2.8733 4.9598
O -2.4082 -2.8092 6.2544
C -3.2754 -2.2312 7.1987
N -2.7039 -3.3289 2.6965
H -0.1914 -2.9264 4.9802
H -0.6999 -1.8037 3.6951
H 0.0456 -3.5219 3.2641
H -1.9830 -4.5565 4.2897
H -3.8915 -3.4964 5.0518
H -3.2939 -1.8234 4.7210
H -3.6299 -1.2526 7.0048
H -2.6878 -2.1519 8.1409
H -4.1332 -2.9388 7.3092
H -3.5098 -3.9420 2.5813
H -2.0831 -3.3580 1.8783
C 3.8077 4.4535 -5.8760
C 3.2972 5.3054 -4.7156
C 2.6487 4.5044 -3.5719
O 3.5688 3.5997 -2.8873
C 2.9525 2.8357 -1.8980
N 4.3243 6.1247 -4.1408
H 2.9870 4.0103 -6.3919
H 4.4566 3.7079 -5.5116
H 4.3466 5.0735 -6.5478
H 2.4711 5.9381 -5.1398
H 1.7952 3.9272 -4.0362
H 2.2831 5.2523 -2.8828
H 2.3271 2.0679 -2.2034
H 2.2403 3.4299 -1.2906
H 3.7295 2.4017 -1.2215
H 4.7415 6.7945 -4.7520
H 5.0500 5.5572 -3.8342
C -0.5115 0.6882 -5.3634
C -1.2475 0.5943 -6.7610
C -2.7604 0.6914 -6.4956
O -3.1585 -0.3871 -5.6700
C -3.6574 -0.1583 -4.3602
N -0.8626 1.5895 -7.7133
H -0.7061 1.6977 -4.9897
H 0.5802 0.5299 -5.3628
H -0.9411 0.0105 -4.5831
H -0.9803 -0.3716 -7.1961
H -3.2881 0.6397 -7.4208
H -2.9541 1.6971 -6.0564
H -4.0277 -1.0508 -3.9491
H -4.4593 0.5404 -4.2767
H -2.8705 0.2462 -3.7162
H 0.0285 1.3423 -8.1000
H -0.7925 2.5412 -7.3515
C -7.4890 -0.2238 -2.2728
C -7.2207 0.8815 -1.2206
C -5.8007 1.3993 -1.2329
O -5.4829 2.0685 -2.4056
C -4.2038 2.7351 -2.4059
N -8.1330 1.9653 -1.4865
H -8.5437 -0.4240 -2.2394
H -6.8152 -1.1163 -2.2587
H -7.2784 0.3263 -3.2131
H -7.4511 0.4596 -0.2630
H -5.0016 0.6146 -1.0194
H -5.7086 2.1532 -0.3234
H -3.4683 2.1711 -2.9333
H -3.8796 2.7552 -1.3705
H -4.3171 3.6655 -2.9073
H -9.1280 1.7818 -1.3285
H -8.0308 2.3278 -2.4534
C 6.9660 -0.1532 3.0399
C 6.6975 1.2792 3.2107
C 6.2381 1.9713 1.8833
O 7.2619 1.8224 0.9564
C 6.7512 1.3896 -0.3378
N 5.6925 1.4996 4.2899
H 7.8918 -0.3969 3.5537
H 7.0394 -0.4773 1.9970
H 6.1980 -0.7339 3.5217
H 7.5772 1.8555 3.5585
H 5.9713 2.9905 2.0597
H 5.3302 1.4706 1.6628
H 6.1272 2.1614 -0.7723
H 6.1799 0.4552 -0.1630
H 7.6172 1.1850 -0.9192
H 4.7856 1.1136 4.1686
H 5.6223 2.4934 4.3745
C -2.6145 -6.4746 1.3745
C -2.6235 -5.8644 -0.0078
C -1.2421 -5.2874 -0.4392
O -0.9399 -4.1300 0.3455
C 0.2785 -3.5045 -0.0883
N -3.1725 -6.7563 -1.0152
H -1.9143 -6.0224 2.0313
H -2.2919 -7.4935 1.2598
H -3.6014 -6.5339 1.8454
H -3.2455 -4.9542 -0.0179
H -1.2241 -5.0377 -1.5471
H -0.4836 -6.0505 -0.3168
H 0.1726 -2.8943 -1.0315
H 1.0580 -4.2563 -0.2839
H 0.6600 -2.8485 0.6419
H -2.6432 -7.6184 -1.0949
H -3.3653 -6.4121 -1.9401
C 5.3696 4.8947 -0.3095
C 4.1660 5.8107 0.0351
C 4.4563 6.4837 1.4085
O 4.2966 5.4860 2.3936
C 4.2459 6.0980 3.7217
N 4.0325 6.7996 -0.9945
H 5.6231 4.4034 0.6822
H 6.1487 5.5498 -0.6360
H 5.1168 4.0858 -1.0143
H 3.2189 5.2828 0.1245
H 3.5693 7.1187 1.4249
H 5.3775 7.1152 1.5498
H 3.3745 6.7838 3.8347
H 5.1977 6.6644 3.8390
H 4.2713 5.2879 4.4035
H 3.0535 7.1125 -1.1627
H 4.3542 6.5295 -1.9310
C -2.2287 8.6702 -0.6626
C -0.7848 9.0385 -0.7810
C -0.1617 9.2017 0.5242
O -0.4593 8.1602 1.4243
C 0.6108 7.1612 1.7018
N 0.0550 7.9973 -1.5648
H -2.8813 8.5036 -1.5148
H -2.6302 9.4988 -0.0696
H -2.3377 7.8386 0.0394
H -0.6692 9.9820 -1.2279
H -0.5756 10.1056 1.0160
H 0.9046 9.2709 0.3037
H 1.2504 7.4169 2.5529
H 1.2116 6.9874 0.7907
H 0.1874 6.1565 1.9036
H 0.2020 8.4728 -2.4217
H -0.3942 7.0827 -1.8228
C 3.2566 -1.4295 -4.7668
O 3.6514 -2.5219 -4.0013
C 2.5308 -3.3182 -3.7317
C 2.9028 -4.5078 -2.8151
N 3.8814 -5.2759 -3.5344
C 4.4716 -6.4997 -2.9407
C 3.5955 -7.7399 -2.6683
O 2.7254 -7.4366 -1.6309
C 2.2442 -8.6454 -1.0534
H 2.6820 -0.7206 -4.1173
H 2.5994 -1.6586 -5.6452
H 4.1767 -0.9109 -5.0942
H 2.1062 -3.7448 -4.6633
H 1.7478 -2.6655 -3.2793
H 2.0447 -5.1566 -2.6215
H 3.2077 -4.2926 -1.8068
H 4.6050 -4.6667 -3.8045
H 4.8217 -6.2528 -1.9054
H 5.2866 -6.6955 -3.5956
H 4.2382 -8.6169 -2.4173
H 3.1136 -8.1761 -3.6063
H 1.8087 -9.2604 -1.8630
H 1.5064 -8.3350 -0.3471
H 2.9793 -9.2531 -0.4877
C 2.6592 0.6400 5.8476
O 3.0648 0.0164 4.6269
C 2.2256 -1.0676 4.2224
C 3.0651 -1.8976 3.2670
N 2.3530 -3.0574 2.7480
C 2.5102 -4.3551 3.4117
C 1.8182 -5.3333 2.4428
O 2.5130 -5.4681 1.2027
C 3.7649 -6.1127 1.2461
H 3.5001 0.6759 6.4827
H 1.9315 -0.0262 6.4003
H 2.2475 1.6319 5.6322
H 1.4133 -0.7820 3.5659
H 1.9679 -1.7371 5.1214
H 3.9655 -2.2081 3.8605
H 3.4454 -1.2737 2.5079
H 2.5237 -3.0996 1.7274
H 1.8326 -4.3936 4.2536
H 3.5306 -4.5904 3.6841
H 0.8567 -4.9892 2.1216
H 1.7715 -6.3265 2.9543
H 3.7897 -7.1317 1.6797
H 4.3802 -5.4633 1.8786
H 4.1035 -6.1923 0.2315
C -6.0088 -0.3101 2.0530
O -6.2544 1.1393 1.9988
C -6.3952 1.5746 3.3463
C -7.7978 1.1579 3.9264
N -8.8939 1.0289 2.9502
C -9.0020 2.1345 2.0000
C -10.1571 1.9263 1.1292
O -9.9118 0.6970 0.3203
C -10.8637 -0.3117 0.5967
H -5.0762 -0.5446 2.5844
H -5.9729 -0.6548 1.0146
H -6.8376 -0.7467 2.5424
H -6.5177 2.6744 3.2012
H -5.4989 1.3124 3.9342
H -8.1226 1.8773 4.7158
H -7.6470 0.1615 4.3828
H -8.7493 0.1957 2.4287
H -8.1621 2.1808 1.3690
H -9.0677 3.1660 2.4632
H -10.2529 2.7250 0.4454
H -11.0790 1.7483 1.6438
H -11.8403 -0.1230 0.1431
H -11.0024 -0.4056 1.6930
H -10.4548 -1.2238 0.1903
C -0.7275 6.8565 5.1750
O -0.6395 5.4252 5.0404
C 0.0351 4.7499 6.0390
C -0.1004 3.2965 5.9308
N -1.4669 2.8383 6.0761
C -1.7178 1.4711 6.0192
C -1.4169 0.7552 4.7074
O -2.3530 1.2258 3.7505
C -2.4260 0.5022 2.5593
H -1.0672 7.1988 4.1720
H 0.2711 7.2661 5.2981
H -1.4555 7.1353 5.8758
H -0.3775 4.9691 7.0825
H 0.9979 5.0696 6.0071
H 0.5525 2.8576 6.7000
H 0.2910 2.8876 5.0073
H -2.0811 3.3874 5.5045
H -2.7361 1.1912 6.2947
H -1.0993 0.9818 6.7797
H -1.4763 -0.3275 4.9125
H -0.4287 1.0320 4.3571
H -3.1622 0.9670 1.9804
H -2.6545 -0.6015 2.7036
H -1.4362 0.4971 2.0092
C 1.5301 3.7415 2.8653
O 0.8523 2.6059 2.2768
C 1.7665 1.6770 1.7696
C 0.9728 0.6200 1.0570
N 0.3024 1.2450 -0.0780
C -0.2889 0.2313 -0.9950
C -1.5436 -0.4755 -0.6389
O -1.9403 -1.2846 -1.7007
C -2.9920 -2.1167 -1.3660
H 2.3422 3.5043 3.5978
H 0.8348 4.3168 3.4824
H 1.9565 4.3838 2.0741
H 2.4177 1.2586 2.5638
H 2.4695 2.2294 1.0386
H 0.3562 0.0327 1.8417
H 1.6985 -0.0862 0.6029
H -0.4601 1.8353 0.2242
H 0.5372 -0.5958 -1.1154
H -0.5744 0.6495 -2.0175
H -2.2670 0.3778 -0.3899
H -1.5096 -1.0060 0.3393
H -2.8743 -2.6144 -0.4375
H -3.0876 -2.8969 -2.1840
H -3.9597 -1.6654 -1.2890
C -2.8541 6.1068 -7.0102
O -2.0730 5.4712 -6.0670
C -2.3268 5.7897 -4.7038
C -1.6716 4.7581 -3.8405
N -1.5265 5.1810 -2.4912
C -0.6125 4.3642 -1.6832
C -0.8952 4.6079 -0.2103
O -2.0708 3.9080 0.1807
C -2.2722 4.0582 1.5790
H -3.8745 5.7688 -6.7927
H -2.5276 5.6629 -7.9973
H -2.7558 7.2086 -7.0146
H -3.4325 5.9025 -4.5874
H -1.8659 6.8407 -4.5292
H -0.6661 4.6138 -4.3190
H -2.0841 3.7261 -3.9884
H -2.4894 5.0822 -2.0749
H 0.3350 4.8160 -1.7875
H -0.4748 3.3038 -1.9057
H -1.0101 5.6916 -0.0768
H -0.0003 4.2034 0.3127
H -1.4705 3.6565 2.1759
H -3.1781 3.4735 1.7369
H -2.5283 5.1127 1.8901
C -1.3369 -3.1495 -5.7149
O -1.2772 -4.5952 -5.8710
C -2.0489 -5.1906 -4.8823
C -1.6620 -6.6676 -4.9507
N -2.4013 -7.3451 -3.9221
C -2.1600 -8.7324 -3.7700
C -0.9661 -8.8841 -2.8522
O -0.2320 -10.0575 -3.0780
C -0.9144 -11.2919 -2.7413
H -2.3466 -2.7914 -5.9844
H -0.5795 -2.8047 -6.4010
H -1.2711 -2.7770 -4.7053
H -3.1973 -5.1409 -5.0713
H -1.6764 -4.8572 -3.8784
H -0.5998 -6.8188 -4.7247
H -1.7589 -7.0435 -5.9415
H -3.3478 -7.2657 -4.1149
H -1.9338 -9.2068 -4.7113
H -3.0294 -9.2377 -3.3690
H -1.3014 -8.7988 -1.8078
H -0.1948 -8.1078 -2.9347
H -1.9642 -11.2325 -3.0950
H -0.8587 -11.4018 -1.6305
H -0.4342 -12.1721 -3.2159
C 4.1459 -0.4653 -0.7782
O 4.7980 -1.2755 0.1576
C 5.0939 -2.5673 -0.3525
C 6.1530 -3.1337 0.5830
N 5.6256 -3.0474 2.0340
C 6.7275 -3.3000 2.9993
C 6.8278 -4.7039 3.4520
O 7.2262 -5.5041 2.3580
C 7.6397 -6.8110 2.6575
H 4.6384 -0.2503 -1.7153
H 3.9408 0.4653 -0.3112
H 3.2794 -0.9220 -1.1766
H 5.5664 -2.5670 -1.3408
H 4.2189 -3.2117 -0.4702
H 7.0416 -2.4519 0.4818
H 6.4914 -4.1353 0.2519
H 5.5160 -2.0143 2.0510
H 6.6627 -2.6611 3.9174
H 7.6465 -2.9864 2.5323
H 5.8563 -5.1406 3.8509
H 7.5597 -4.8022 4.2306
H 8.4791 -6.9371 3.3629
H 7.8122 -7.3358 1.7339
H 6.8058 -7.3972 3.0835

---

(Q)
C80H208N16O24 | ωB97M-V/def2-TZVPD

Properties
highest occupied orbital energy	-8.23	eV
frontier orbital gap	8.4	eV

Positions of all 328 atoms, in Å:
C 0.4251 -2.7055 -1.4076
O -0.9222 -2.3762 -1.0875
C -1.7181 -1.7416 -2.0863
C -1.6234 -0.2282 -2.0989
N -1.7953 0.2506 -0.6579
C -1.5294 1.6952 -0.5604
C -0.0158 1.6683 -0.3404
O 0.2438 1.6211 1.0905
C 1.3894 0.9313 1.5410
H 0.2772 -3.4835 -2.1565
H 1.0155 -2.9549 -0.5259
H 0.8920 -1.8078 -1.8128
H -2.7957 -1.9037 -2.0639
H -1.3629 -2.1407 -3.0364
H -2.3504 0.2097 -2.7828
H -0.6565 0.0216 -2.5357
H -1.2718 -0.3497 -0.0368
H -2.0389 2.0410 0.3390
H -1.7722 2.3515 -1.3962
H 0.4380 2.6241 -0.6027
H 0.5638 0.9597 -0.9320
H 1.4503 -0.0375 1.0452
H 1.1229 0.6212 2.5514
H 2.2533 1.5958 1.5252
C -9.7936 7.7388 5.4636
O -9.0603 6.5815 5.9136
C -7.6264 6.7217 5.5795
C -6.7791 5.4743 5.9226
N -6.5971 4.4796 4.8099
C -5.6744 3.4433 5.3392
C -5.4066 2.3024 4.4004
O -4.4172 2.7495 3.4929
C -4.0385 1.8050 2.4997
H -10.8694 7.5651 5.4402
H -9.5926 7.9203 4.4078
H -9.6459 8.6937 5.9681
H -7.0850 7.5421 6.0507
H -7.4059 6.9641 4.5400
H -7.1551 4.9802 6.8185
H -5.7490 5.6962 6.2013
H -6.1483 4.9595 4.0429
H -6.1091 3.0166 6.2431
H -4.7438 3.9668 5.5582
H -6.3123 1.8848 3.9606
H -4.8889 1.5138 4.9465
H -4.9288 1.6542 1.8892
H -3.5740 0.9019 2.8956
H -3.2255 2.2277 1.9094
C 2.6330 0.5130 5.8389
O 2.4472 -0.1935 4.5882
C 2.9595 -1.5759 4.5893
C 2.9692 -2.1500 3.1917
N 3.0349 -3.5837 3.0786
C 3.2379 -4.0533 1.7455
C 3.8017 -5.5243 1.8814
O 4.9858 -5.7191 1.0002
C 6.2480 -5.1802 1.5989
H 3.6747 0.5789 6.1529
H 1.9845 0.1454 6.6342
H 2.3984 1.5509 5.6029
H 2.3641 -2.1805 5.2735
H 4.0210 -1.6170 4.8333
H 3.7917 -1.7039 2.6325
H 2.0274 -1.8855 2.7109
H 3.4259 -4.1463 3.8207
H 3.9992 -3.4200 1.2898
H 2.3049 -4.1138 1.1853
H 2.9935 -6.1479 1.4991
H 4.0520 -5.8645 2.8862
H 6.1739 -4.2336 2.1343
H 7.1177 -5.3568 0.9660
H 6.4216 -5.8416 2.4478
C 3.1267 -0.3198 -3.1810
O 2.6576 -1.0802 -4.2598
C 3.2060 -0.6361 -5.5206
C 2.9244 -1.5631 -6.7220
N 3.9189 -2.6416 -6.7102
C 3.3296 -3.7235 -7.4671
C 4.3482 -4.9209 -7.5396
O 4.7516 -5.1592 -6.2270
C 6.1178 -5.6332 -6.1988
H 2.7253 0.6873 -3.2937
H 4.2026 -0.1545 -3.2380
H 2.7251 -0.6462 -2.2217
H 4.2545 -0.3524 -5.4291
H 2.6980 0.3028 -5.7410
H 2.9257 -1.1381 -7.7257
H 1.9709 -1.9936 -6.4161
H 3.9859 -2.8376 -5.7217
H 3.3253 -3.3679 -8.4974
H 2.3670 -4.1007 -7.1218
H 5.2511 -4.6436 -8.0836
H 3.9685 -5.8610 -7.9399
H 6.9076 -4.9077 -6.3937
H 6.2553 -6.4569 -6.8994
H 6.3514 -6.1055 -5.2446
C -2.7339 -1.9979 -7.0612
O -1.9754 -2.7161 -6.1075
C -0.5528 -2.5382 -5.9707
C 0.0554 -3.7767 -5.2505
N 0.2306 -4.9557 -6.2157
C 0.9935 -6.1116 -5.6121
C 1.4886 -7.1162 -6.7599
O 0.6396 -8.2136 -6.7340
C 0.9739 -9.2794 -7.6892
H -3.8119 -1.9259 -6.9171
H -2.4693 -2.3663 -8.0524
H -2.4443 -0.9473 -7.0830
H -0.3246 -1.5753 -5.5136
H -0.0524 -2.5017 -6.9384
H -0.3478 -3.8948 -4.2447
H 1.0948 -3.4950 -5.0817
H -0.5424 -5.3049 -6.7640
H 0.3780 -6.5865 -4.8480
H 1.9097 -5.6532 -5.2397
H 2.5032 -7.3911 -6.4713
H 1.4915 -6.7187 -7.7748
H 0.5899 -8.9066 -8.6388
H 0.4320 -10.1904 -7.4349
H 1.9810 -9.6919 -7.7508
C 1.2079 4.4518 -2.4809
O 1.4899 5.8088 -2.6903
C 1.9248 6.5726 -1.4873
C 1.6545 8.1110 -1.5194
N 1.8091 8.6144 -2.8273
C 1.3520 9.9642 -2.9919
C 1.5660 10.4456 -4.4077
O 0.8194 9.6538 -5.3475
C -0.6141 9.8459 -5.2775
H 0.2671 4.3995 -1.9329
H 2.0685 3.8561 -2.1766
H 1.0273 4.0986 -3.4962
H 2.9747 6.2830 -1.4438
H 1.4782 6.0269 -0.6562
H 2.3347 8.6351 -0.8480
H 0.6341 8.0393 -1.1429
H 1.4436 7.9378 -3.4821
H 1.8201 10.6886 -2.3255
H 0.2767 9.9698 -2.8133
H 2.6129 10.1451 -4.4500
H 1.4189 11.5137 -4.5675
H -1.2068 9.4634 -4.4465
H -0.9873 9.1685 -6.0455
H -0.9733 10.8591 -5.4582
C -4.5525 9.9478 0.3434
O -4.3117 8.7484 1.0834
C -5.4091 7.8280 0.9763
C -5.4011 6.8313 2.1799
N -6.0840 5.5345 1.9817
C -7.5189 5.5629 1.7659
C -8.1266 4.1002 1.7710
O -9.4630 4.3630 1.3622
C -10.2774 3.2228 1.0894
H -4.7974 9.7093 -0.6916
H -3.5816 10.4215 0.1981
H -5.2005 10.7045 0.7855
H -5.3625 7.3445 0.0006
H -6.4006 8.2765 1.0387
H -5.8709 7.3177 3.0347
H -4.3940 6.6673 2.5632
H -5.7353 4.6220 2.2382
H -7.7362 5.8688 0.7425
H -7.9851 6.0580 2.6178
H -8.1379 3.5562 2.7155
H -7.6250 3.5444 0.9789
H -10.3048 3.0418 0.0149
H -11.3250 3.3437 1.3652
H -10.1671 2.3144 1.6816
C 8.7521 -3.7042 8.0744
O 8.1820 -3.8207 6.7406
C 8.9338 -4.2683 5.6944
C 9.9799 -3.3451 4.9295
N 9.3529 -2.3656 4.0012
C 9.1661 -2.7574 2.6423
C 8.5780 -1.7302 1.6999
O 7.2279 -1.8554 1.8184
C 6.5781 -0.8739 0.8959
H 8.0953 -3.1005 8.7007
H 9.7450 -3.2604 8.0016
H 9.0338 -4.6488 8.5397
H 8.2902 -4.8566 5.0404
H 9.4692 -5.1059 6.1414
H 10.8045 -3.9133 4.4992
H 10.4872 -2.7097 5.6555
H 9.8634 -1.5062 4.1460
H 8.5283 -3.6320 2.7704
H 10.0680 -3.1875 2.2070
H 8.8776 -2.0155 0.6915
H 9.0226 -0.7571 1.9084
H 5.5096 -0.6961 1.0176
H 6.5854 -1.1409 -0.1609
H 7.0879 0.0875 0.8317
C 7.6720 5.2787 5.5686
C 6.8930 4.0201 5.8113
C 7.3212 2.7573 5.0125
O 6.6372 1.5490 5.5380
C 6.5291 0.3367 4.8182
N 7.0778 3.6661 7.2206
H 7.4393 6.1576 6.1698
H 7.5045 5.7310 4.5912
H 8.7587 5.1986 5.5387
H 5.8730 4.3880 5.7003
H 8.3898 2.5590 5.0957
H 7.0979 2.7657 3.9456
H 6.1561 -0.3035 5.6178
H 7.4783 -0.0742 4.4744
H 5.6576 0.3663 4.1642
H 6.5280 4.3265 7.7515
H 6.9322 2.6689 7.2880
C -0.7422 3.3910 4.6773
C -1.1907 4.6858 3.9113
C -0.9365 4.5570 2.3390
O -1.4156 5.7486 1.7314
C -1.9046 5.5045 0.3962
N -2.5705 5.0269 4.2245
H -1.2951 2.4964 4.3905
H -0.7579 3.5553 5.7547
H 0.2816 3.1274 4.4119
H -0.5308 5.4708 4.2807
H -1.4927 3.6818 2.0030
H 0.1141 4.3405 2.1455
H -1.8353 6.3614 -0.2739
H -2.9086 5.0849 0.3327
H -1.2997 4.6778 0.0238
H -2.7090 5.7082 3.4919
H -3.2782 4.3415 4.0019
C -1.2645 -3.3410 2.1496
C -1.6882 -4.7836 2.2911
C -2.5060 -5.2498 1.0764
O -3.7081 -4.5629 0.9308
C -4.3220 -4.7721 -0.3890
N -0.5636 -5.6779 2.3498
H -0.7947 -2.9641 3.0581
H -2.0495 -2.6806 1.7814
H -0.5937 -3.1933 1.3032
H -2.2316 -4.7968 3.2359
H -2.7147 -6.3182 1.1305
H -1.8886 -5.0431 0.2022
H -4.2348 -5.7842 -0.7840
H -3.8488 -4.0779 -1.0835
H -5.4037 -4.6977 -0.2773
H 0.2046 -5.1501 1.9606
H -0.3258 -5.5337 3.3208
C -4.2844 -11.1535 -1.6422
C -3.0100 -10.5059 -1.0885
C -2.7342 -9.1322 -1.6709
O -2.1509 -9.4367 -2.9695
C -1.7016 -8.3811 -3.7968
N -3.2998 -10.2703 0.3374
H -4.9962 -10.3808 -1.9328
H -4.8508 -11.8325 -1.0048
H -4.0677 -11.6972 -2.5618
H -2.1181 -11.1183 -1.2214
H -2.0836 -8.5486 -1.0196
H -3.6337 -8.5198 -1.6082
H -1.1776 -8.6679 -4.7085
H -0.9594 -7.7690 -3.2843
H -2.5910 -7.8443 -4.1266
H -2.8356 -9.4653 0.7333
H -4.2568 -10.0501 0.5733
C -7.1775 -5.6268 -3.3794
C -7.7290 -4.2310 -3.7699
C -8.4722 -4.3300 -5.1481
O -8.9645 -3.0645 -5.6097
C -9.6119 -3.0610 -6.8646
N -8.7296 -3.8449 -2.7605
H -6.4498 -5.8845 -4.1489
H -7.7689 -6.4833 -3.7030
H -6.7093 -5.7412 -2.4017
H -6.9341 -3.5545 -3.4561
H -9.1667 -5.1697 -5.1230
H -7.8379 -4.7148 -5.9466
H -9.0506 -2.5174 -7.6246
H -10.6585 -2.7572 -6.8847
H -9.6405 -4.0292 -7.3644
H -9.5475 -4.3231 -3.1105
H -8.8919 -2.8544 -2.8724
C 3.7181 -5.5821 -2.0710
C 3.9618 -4.1477 -2.3721
C 5.4004 -3.8668 -2.6974
O 6.0852 -3.8069 -1.4758
C 7.4384 -3.6701 -1.8417
N 3.1213 -3.8014 -3.4665
H 4.2967 -5.9703 -1.2328
H 3.8537 -6.2918 -2.8871
H 2.7197 -5.6151 -1.6347
H 3.6023 -3.5440 -1.5388
H 5.4161 -2.8771 -3.1538
H 5.6030 -4.7109 -3.3566
H 7.8101 -4.3965 -2.5643
H 8.0464 -3.7337 -0.9393
H 7.7284 -2.7629 -2.3718
H 3.1472 -2.8039 -3.6229
H 3.3597 -4.1604 -4.3800
C 3.6324 9.6208 6.3584
C 4.4273 8.3227 5.8778
C 4.4840 8.3164 4.4006
O 5.2206 7.2093 4.0914
C 4.4220 6.0445 3.8118
N 5.7449 8.2548 6.5731
H 4.0692 10.5295 5.9444
H 3.7770 9.6521 7.4383
H 2.5624 9.6309 6.1508
H 3.8293 7.4730 6.2073
H 5.1073 9.0184 3.8467
H 3.4910 8.4446 3.9696
H 4.1191 5.6343 4.7751
H 5.0398 5.2902 3.3245
H 3.6371 6.1981 3.0712
H 6.4202 8.5721 5.8923
H 6.0603 7.2953 6.5616
C -6.2563 -0.1147 -3.8834
C -6.5981 0.3784 -2.4823
C -6.1670 -0.4434 -1.3260
O -7.0877 -0.1601 -0.2551
C -6.8276 -0.8951 0.9194
N -6.0956 1.7592 -2.3399
H -5.2229 0.1152 -4.1429
H -7.0471 0.1229 -4.5949
H -6.3861 -1.1969 -3.8808
H -7.6865 0.4153 -2.5300
H -5.1490 -0.3096 -0.9600
H -6.2186 -1.4524 -1.7351
H -7.0871 -0.3533 1.8289
H -5.8020 -1.1759 1.1588
H -7.4394 -1.7937 0.9991
H -6.3473 2.3109 -1.5322
H -6.4940 2.3117 -3.0856

---

Result of the stability comparison: (Q) is the least stable of them.